{
  "formula": "C55H48AsN3O2PRe",
  "method": "ωB97M-V with the def2-TZVPD basis set",
  "species": ["Re", "O", "C", "C", "C", "C", "C", "C", "C", "N", "C", "C", "N", "C", "C", "C", "C", "C", "C", "C", "O", "H", "H", "H", "H", "H", "H", "H", "H", "H", "H", "H", "H", "H", "H", "C", "C", "As", "C", "C", "C", "C", "C", "C", "C", "C", "C", "C", "C", "C", "P", "C", "C", "C", "C", "C", "C", "C", "C", "C", "C", "C", "C", "H", "H", "H", "H", "H", "H", "H", "H", "H", "H", "H", "H", "H", "H", "H", "H", "H", "H", "H", "H", "H", "H", "H", "H", "N", "C", "C", "C", "C", "C", "C", "C", "C", "C", "C", "C", "C", "C", "H", "H", "H", "H", "H", "H", "H", "H", "H", "H"],
  "positions_angstrom": [[-0.6514, 0.0373, -1.5648], [0.7360, 1.6706, -0.9977], [1.4252, 2.4388, -1.7804], [1.3500, 3.8440, -1.6196], [2.1291, 4.6911, -2.3692], [3.0230, 4.1932, -3.3186], [3.1089, 2.8360, -3.5137], [2.3294, 1.9455, -2.7683], [2.4780, 0.5460, -3.0116], [1.6852, -0.3662, -2.5971], [2.0212, -1.7310, -2.9216], [1.1726, -2.6549, -2.0556], [-0.1982, -2.2423, -2.2107], [-0.9784, -3.1080, -2.7535], [-2.2874, -2.9072, -3.2650], [-2.9199, -3.9675, -3.9297], [-4.0837, -3.7691, -4.6270], [-4.6514, -2.4913, -4.6667], [-4.0843, -1.4442, -3.9881], [-2.8920, -1.6189, -3.2422], [-2.4243, -0.6314, -2.5652], [0.6447, 4.2344, -0.9020], [2.0577, 5.7583, -2.2247], [3.6280, 4.8650, -3.9064], [3.7765, 2.4280, -4.2583], [3.3551, 0.2599, -3.6035], [3.0866, -1.9330, -2.7601], [1.7937, -1.9285, -3.9772], [1.4917, -2.5496, -1.0201], [1.3196, -3.6966, -2.3629], [-0.5761, -4.1103, -2.9335], [-2.4510, -4.9408, -3.9031], [-4.5526, -4.5876, -5.1470], [-5.5525, -2.3296, -5.2369], [-4.5203, -0.4576, -4.0013], [0.0378, 0.2250, 2.1251], [0.3567, -0.6126, 3.3534], [1.3179, 0.2558, 4.9080], [2.4836, -1.2938, 5.2573], [2.0484, -2.6025, 5.0781], [2.9048, -3.6733, 5.2698], [4.2116, -3.4536, 5.6684], [4.6383, -2.1611, 5.9212], [3.7775, -1.0950, 5.7302], [2.5519, 1.3379, 3.8302], [2.1258, 2.6325, 3.5364], [2.9031, 3.4851, 2.7733], [4.1519, 3.0704, 2.3400], [4.5997, 1.8000, 2.6542], [3.7919, 0.9292, 3.3640], [0.1250, -0.9061, 0.6567], [1.9070, -1.3215, 0.8136], [2.7496, -0.2568, 0.4934], [4.1198, -0.3821, 0.6165], [4.6685, -1.5580, 1.1054], [3.8407, -2.6271, 1.4059], [2.4698, -2.5279, 1.2294], [-1.0071, -2.2679, 1.1275], [-0.7582, -3.2537, 2.0789], [-1.7385, -4.1771, 2.4006], [-2.9783, -4.1316, 1.7903], [-3.2436, -3.1426, 0.8585], [-2.2682, -2.2205, 0.5314], [0.7754, 1.0160, 1.9523], [-0.9467, 0.6890, 2.1942], [1.0376, -1.4148, 3.0657], [-0.5645, -1.0686, 3.7302], [1.0160, -2.7957, 4.8123], [2.5490, -4.6826, 5.1155], [4.8861, -4.2863, 5.7999], [5.6451, -1.9851, 6.2693], [4.1147, -0.0878, 5.9470], [1.1724, 2.9759, 3.9282], [2.5471, 4.4774, 2.5332], [4.7767, 3.7395, 1.7690], [5.5863, 1.4834, 2.3486], [4.1445, -0.0720, 3.5683], [2.3194, 0.6730, 0.1453], [4.7551, 0.4455, 0.3474], [5.7373, -1.6385, 1.2382], [4.2644, -3.5510, 1.7698], [1.8595, -3.4001, 1.4087], [0.1893, -3.3170, 2.5864], [-1.5336, -4.9225, 3.1522], [-3.7359, -4.8549, 2.0524], [-4.2159, -3.0840, 0.3954], [-2.4943, -1.4385, -0.1886], [-1.7627, 1.4858, -1.4374], [-2.7722, 2.2451, -1.4901], [-3.1972, 3.0322, -0.3218], [-3.8849, 4.2387, -0.4563], [-4.2469, 4.9569, 0.6695], [-3.9212, 4.4889, 1.9335], [-3.2388, 3.2886, 2.0748], [-2.8843, 2.5643, 0.9542], [-3.5745, 2.3030, -2.7269], [-2.9568, 2.1060, -3.9609], [-3.7162, 2.0414, -5.1124], [-5.0968, 2.1634, -5.0429], [-5.7169, 2.3485, -3.8175], [-4.9637, 2.4212, -2.6597], [-4.1177, 4.6254, -1.4370], [-4.7880, 5.8862, 0.5605], [-4.1942, 5.0621, 2.8067], [-2.9910, 2.9204, 3.0601], [-2.3734, 1.6153, 1.0298], [-1.8804, 1.9991, -3.9981], [-3.2376, 1.8875, -6.0672], [-5.6906, 2.1018, -5.9424], [-6.7928, 2.4297, -3.7638], [-5.4592, 2.5312, -1.7068]],
  "atomic_forces_ev_per_a": [[1.90, -0.88, -1.40], [-1.20, -1.67, 0.67], [0.56, 0.61, -0.85], [-0.11, -0.37, 0.03], [0.14, -0.12, -0.08], [0.09, 0.01, -0.19], [-0.02, 0.12, 0.13], [-0.55, 0.40, 0.36], [-0.13, -0.07, 0.12], [-1.24, 0.35, 0.37], [0.03, -0.73, -0.06], [0.85, 0.05, -0.05], [-0.58, 1.08, 0.42], [-0.04, -0.07, -0.03], [-0.42, 0.74, 0.14], [-0.06, 0.08, -0.16], [0.01, -0.21, 0.04], [0.13, -0.06, 0.08], [0.36, 0.17, 0.30], [-0.49, -1.50, -0.55], [1.59, 1.29, 1.24], [-0.04, -0.02, 0.17], [-0.07, 0.12, 0.04], [0.05, 0.08, -0.04], [0.15, 0.00, -0.09], [-0.05, -0.09, 0.07], [-0.10, 0.04, 0.02], [0.00, 0.03, 0.08], [-0.06, -0.13, -0.19], [-0.04, 0.10, 0.06], [0.06, 0.10, 0.05], [0.03, -0.13, -0.05], [-0.06, -0.10, -0.07], [-0.14, 0.03, -0.06], [-0.09, 0.11, 0.01], [0.01, 0.15, -0.20], [0.09, -0.09, 0.38], [-0.05, -0.20, -0.42], [-0.03, 0.14, 0.06], [-0.26, 0.12, -0.06], [0.00, -0.12, 0.02], [0.02, -0.07, -0.02], [0.09, -0.02, 0.05], [-0.10, 0.25, 0.10], [-0.08, 0.02, 0.14], [-0.24, -0.03, 0.17], [-0.06, 0.09, -0.06], [0.07, 0.03, -0.03], [0.07, 0.17, 0.06], [0.03, -0.15, 0.24], [-0.30, 0.49, -0.16], [-0.05, 0.00, -0.24], [-0.16, 0.03, -0.03], [0.06, -0.27, -0.12], [-0.03, 0.09, -0.17], [0.04, -0.09, -0.02], [-0.13, 0.08, 0.07], [0.15, 0.19, -0.33], [0.10, -0.11, -0.05], [0.07, 0.00, 0.10], [-0.06, 0.02, -0.02], [-0.13, -0.08, 0.06], [0.06, 0.21, -0.10], [-0.12, -0.07, -0.09], [0.05, -0.02, -0.08], [-0.06, 0.07, 0.19], [0.20, 0.05, 0.05], [-0.02, -0.04, -0.11], [-0.04, -0.05, 0.00], [0.06, -0.06, 0.04], [0.09, 0.04, 0.04], [0.08, -0.03, -0.03], [0.02, 0.04, -0.07], [-0.02, 0.04, 0.02], [0.08, 0.09, -0.05], [0.07, -0.03, -0.06], [0.01, 0.00, -0.04], [0.02, 0.06, -0.02], [0.05, 0.08, -0.04], [0.08, -0.06, 0.01], [0.02, -0.09, 0.03], [-0.09, -0.02, 0.06], [0.10, 0.02, 0.04], [0.05, -0.14, 0.06], [-0.07, -0.05, 0.00], [-0.10, 0.02, -0.10], [-0.03, -0.17, 0.03], [0.53, -0.29, 0.38], [-0.71, 0.38, -0.21], [-0.07, -0.06, 0.44], [0.08, -0.05, -0.06], [-0.02, 0.08, 0.04], [0.02, 0.00, -0.06], [0.02, -0.07, 0.06], [0.01, 0.01, -0.13], [0.05, 0.03, -0.27], [-0.02, 0.01, 0.05], [0.06, 0.05, -0.06], [0.00, 0.00, 0.03], [-0.10, -0.02, -0.08], [0.10, -0.03, 0.01], [-0.01, 0.01, -0.07], [0.03, 0.05, -0.01], [-0.05, 0.02, 0.07], [0.00, -0.03, 0.06], [0.04, 0.00, 0.09], [0.01, 0.01, -0.04], [0.06, 0.00, -0.09], [-0.04, 0.02, -0.08], [-0.06, 0.00, 0.02], [0.01, 0.02, 0.07]],
  "mulliken_spin": [0.744, 0.039, 0.001, -0.008, 0.007, -0.007, 0.002, -0.013, 0.037, -0.027, 0.003, -0.003, -0.028, 0.019, 0.003, -0.012, 0.018, -0.009, 0.014, -0.012, 0.040, 0.000, 0.000, 0.000, 0.000, -0.003, 0.002, -0.002, 0.012, 0.000, -0.001, 0.000, 0.001, 0.000, 0.003, -0.012, -0.001, -0.001, 0.000, 0.000, 0.000, 0.000, 0.000, 0.000, -0.001, 0.000, 0.000, 0.000, 0.000, 0.001, 0.022, 0.019, 0.004, -0.003, 0.002, 0.000, 0.003, 0.003, -0.005, 0.001, 0.000, 0.007, 0.035, -0.009, 0.004, 0.001, 0.000, 0.000, 0.000, 0.000, 0.000, 0.000, 0.000, 0.000, 0.000, 0.000, 0.000, 0.009, 0.000, 0.000, 0.000, 0.001, -0.001, 0.000, 0.000, 0.001, -0.039, 0.168, 0.030, 0.004, -0.013, 0.008, -0.013, 0.004, -0.002, -0.012, -0.005, 0.010, -0.012, 0.007, -0.018, 0.000, 0.000, -0.001, 0.000, -0.008, -0.004, 0.000, 0.000, 0.000, 0.000],
  "orbital_gap_ha": [0.215, 0.228],
  "charge": 1,
  "homo_energy_ev": [-9.9, -10.0],
  "multiplicity": 2,
  "s_squared": 1.091
}

{
  "formula": "C55H49BN7O4RbS2",
  "method": "ωB97M-V with the def2-TZVPD basis set",
  "species": ["Rb", "N", "C", "N", "C", "N", "N", "C", "C", "C", "C", "C", "C", "N", "C", "C", "C", "C", "C", "C", "H", "H", "H", "H", "H", "H", "H", "H", "H", "H", "H", "C", "C", "C", "C", "C", "C", "C", "C", "S", "C", "N", "C", "C", "C", "C", "C", "C", "C", "C", "H", "H", "H", "H", "H", "H", "H", "H", "H", "H", "H", "H", "H", "H", "H", "H", "C", "C", "C", "C", "C", "C", "C", "C", "O", "B", "O", "C", "C", "H", "H", "H", "H", "H", "H", "H", "H", "H", "H", "H", "H", "N", "C", "C", "C", "C", "C", "C", "C", "H", "H", "H", "H", "H", "O", "C", "O", "C", "C", "C", "C", "S", "C", "C", "H", "H", "H", "H", "H"],
  "positions_angstrom": [[-0.8113, -0.0330, -0.3787], [1.8414, 0.1985, 4.0192], [1.2122, 0.7789, 2.9342], [-0.0246, 0.6638, 2.6644], [-0.8269, -0.1354, 3.4587], [-2.0959, -0.3534, 3.1979], [-2.5916, -0.0017, 2.0243], [-3.8955, 0.0408, 1.9346], [-4.5830, 0.2522, 0.7147], [-6.0018, 0.2558, 0.7061], [-6.6761, 0.4229, -0.4757], [-5.9453, 0.5953, -1.6541], [-4.5596, 0.5989, -1.5565], [-3.8886, 0.4342, -0.4361], [-0.2653, -0.7595, 4.6342], [-1.0109, -1.5666, 5.5001], [-0.4016, -2.2025, 6.5711], [0.9464, -2.0354, 6.8158], [1.7100, -1.2219, 5.9705], [1.1121, -0.6014, 4.8887], [2.8485, 0.1502, 4.0499], [1.8499, 1.3833, 2.3033], [-4.5096, -0.0874, 2.8342], [-6.5381, 0.1226, 1.6384], [-7.7604, 0.4260, -0.4981], [-6.4341, 0.7244, -2.6067], [-3.9565, 0.7416, -2.4471], [-2.0600, -1.6964, 5.2868], [-0.9884, -2.8476, 7.2117], [1.4303, -2.5480, 7.6369], [2.7722, -1.1009, 6.1491], [0.4314, -3.9294, 2.8968], [1.9127, -4.3142, 2.9454], [2.3705, -4.3302, 4.4100], [2.0585, -5.7168, 2.3321], [2.7767, -3.3271, 2.1721], [4.1256, -3.6282, 1.9357], [4.9159, -2.8317, 1.1181], [4.3587, -1.7076, 0.5473], [5.0125, -0.6397, -0.6665], [3.4124, 0.2003, -0.7094], [2.5651, -0.2543, 0.1737], [3.0247, -1.3316, 0.8372], [2.2524, -2.1567, 1.6587], [3.0619, 1.0344, -1.8040], [3.6561, 0.8068, -3.0573], [3.1254, 1.3397, -4.2043], [1.9649, 2.1068, -4.1413], [1.4166, 2.4036, -2.9097], [1.9702, 1.9394, -1.7137], [-0.1613, -4.6814, 3.4157], [0.0855, -3.8650, 1.8668], [0.2558, -2.9763, 3.3880], [1.8005, -5.0608, 4.9815], [2.2086, -3.3526, 4.8565], [3.4300, -4.5690, 4.4912], [1.3298, -6.3958, 2.7759], [3.0512, -6.1329, 2.4924], [1.8751, -5.6741, 1.2616], [4.5738, -4.5155, 2.3618], [5.9386, -3.1051, 0.8954], [1.2271, -1.8609, 1.8017], [4.5159, 0.1545, -3.1150], [3.5836, 1.1244, -5.1612], [1.4998, 2.4696, -5.0445], [0.5525, 3.0537, -2.8593], [0.6362, 8.5417, 3.1411], [1.0679, 8.2521, 1.6980], [2.5434, 8.6343, 1.5278], [0.2498, 9.1336, 0.7384], [0.8052, 6.7855, 1.3689], [-0.5134, 6.3525, 1.2415], [-0.8562, 5.0891, 0.7808], [0.1779, 4.2465, 0.4258], [0.1602, 3.0831, -0.2558], [1.4964, 2.7408, -0.4761], [2.3288, 3.6610, 0.1808], [1.5049, 4.6237, 0.6604], [1.8400, 5.8805, 1.1273], [0.7279, 9.6033, 3.3626], [1.2554, 7.9868, 3.8416], [-0.3982, 8.2477, 3.2937], [2.6730, 9.7031, 1.7073], [2.8820, 8.4183, 0.5159], [3.1756, 8.1006, 2.2337], [0.5677, 10.1717, 0.8161], [-0.8095, 9.0912, 0.9702], [0.3878, 8.8028, -0.2878], [-1.3194, 7.0349, 1.4685], [-1.8833, 4.7924, 0.6475], [2.8801, 6.1365, 1.2348], [-0.8526, -2.9263, -0.7192], [-0.8263, -3.9989, -1.1485], [-0.7691, -5.3070, -1.6309], [0.3974, -6.0772, -1.4293], [0.4618, -7.3676, -1.8954], [-0.6157, -7.9291, -2.5797], [-1.7684, -7.1722, -2.7893], [-1.8555, -5.8819, -2.3245], [1.2357, -5.6306, -0.9141], [1.3572, -7.9547, -1.7341], [-0.5565, -8.9435, -2.9488], [-2.6014, -7.6091, -3.3260], [-2.7460, -5.2927, -2.4903], [-4.3697, -2.1916, -9.6412], [-4.2619, -0.9781, -8.9908], [-4.9208, -0.0507, -9.4277], [-3.3701, -0.9124, -7.8580], [-3.2796, 0.3096, -7.1562], [-2.4124, 0.4793, -6.1169], [-1.5528, -0.5645, -5.6964], [-0.3751, -0.3419, -4.5036], [-1.6830, -1.8027, -6.3663], [-2.5516, -1.9710, -7.4068], [-3.8171, -2.8385, -9.1897], [-3.9259, 1.1142, -7.4810], [-2.3635, 1.4224, -5.5900], [-1.0574, -2.6247, -6.0407], [-2.5765, -2.9466, -7.8887]],
  "atomic_forces_ev_per_a": [[0.11, 0.32, -0.04], [0.02, 0.18, -0.20], [0.36, 0.03, 0.20], [0.10, 0.18, -0.67], [-0.16, -0.05, -0.07], [-0.87, -0.21, 0.30], [1.16, 0.26, -0.17], [-0.70, -0.14, 0.50], [-0.12, 0.00, 0.08], [-0.06, 0.04, -0.03], [0.06, 0.02, 0.03], [0.00, 0.05, -0.10], [-0.36, 0.04, -0.35], [0.45, -0.05, 0.20], [0.00, -0.07, 0.22], [0.23, 0.07, -0.04], [-0.17, -0.08, 0.10], [0.34, 0.17, -0.07], [-0.19, -0.10, 0.22], [-0.09, -0.12, 0.26], [-0.16, 0.07, -0.14], [0.13, 0.00, -0.08], [0.15, -0.09, -0.08], [0.04, -0.02, 0.01], [-0.01, -0.02, 0.02], [0.00, 0.02, -0.11], [0.02, -0.01, -0.11], [-0.07, -0.02, -0.03], [-0.04, -0.02, 0.06], [-0.02, -0.01, 0.05], [0.03, 0.04, -0.05], [0.25, -0.10, 0.02], [-0.02, -0.04, 0.18], [-0.06, -0.03, -0.17], [-0.04, 0.15, 0.17], [0.06, -0.03, 0.01], [0.12, -0.23, 0.12], [-0.07, 0.21, -0.10], [0.09, -0.09, -0.01], [-0.20, 0.07, 0.10], [1.19, 0.63, -1.33], [-1.47, -0.14, 1.20], [0.43, 0.08, -0.17], [-0.04, -0.04, 0.01], [0.20, -0.35, 0.64], [0.38, 0.22, -0.39], [0.13, -0.05, 0.08], [-0.11, 0.31, -0.26], [-0.04, 0.12, 0.15], [-0.42, -0.02, 0.26], [-0.07, -0.09, 0.07], [-0.12, 0.04, -0.08], [-0.08, 0.07, 0.00], [-0.09, -0.14, 0.12], [0.00, -0.01, 0.01], [0.10, -0.08, -0.02], [-0.05, -0.08, 0.07], [0.10, -0.01, -0.02], [-0.02, -0.03, -0.14], [-0.05, -0.11, 0.05], [0.07, -0.08, 0.02], [-0.24, -0.09, 0.08], [0.02, -0.09, -0.05], [-0.01, -0.05, -0.04], [-0.08, 0.01, -0.06], [-0.11, 0.04, -0.06], [0.09, -0.01, -0.19], [0.06, 0.16, 0.08], [-0.23, -0.06, 0.06], [0.12, -0.10, 0.13], [0.05, -0.03, 0.06], [-0.07, 0.06, 0.06], [0.16, -0.40, -0.22], [0.43, 0.99, 0.50], [-0.41, -0.64, 0.05], [0.51, -0.15, -1.22], [0.40, -0.22, 0.34], [-0.72, 0.21, -0.04], [-0.07, -0.30, -0.10], [0.03, 0.19, 0.05], [0.05, -0.08, 0.11], [-0.14, -0.03, 0.06], [-0.03, 0.02, 0.03], [0.08, -0.03, -0.06], [0.11, -0.08, 0.04], [0.03, 0.16, 0.04], [-0.18, -0.02, -0.03], [0.01, 0.01, -0.14], [-0.06, 0.08, 0.02], [-0.16, -0.03, -0.04], [0.14, 0.10, -0.04], [-0.01, -1.05, -0.36], [-0.08, 2.31, 0.91], [0.18, -2.30, -0.88], [-0.57, 0.87, 0.07], [-0.16, -0.62, -0.30], [-0.04, 0.45, 0.17], [0.22, -0.66, -0.14], [0.48, 0.77, 0.50], [0.02, 0.03, 0.02], [0.01, 0.05, 0.01], [0.00, -0.03, -0.01], [0.00, 0.05, 0.01], [-0.02, 0.05, 0.00], [-0.05, 0.21, 0.04], [-0.64, 0.24, -0.69], [0.28, -0.58, 0.15], [0.43, 0.08, 0.59], [-0.22, -0.26, -0.39], [-0.08, -0.02, 0.09], [0.18, 0.02, 0.11], [0.15, 0.05, 0.52], [0.00, -0.25, -0.05], [-0.36, 0.21, -0.37], [0.01, 0.06, 0.03], [0.01, 0.05, 0.00], [0.05, 0.04, 0.01], [0.02, 0.05, 0.01], [0.03, -0.02, 0.02]],
  "lowdin_charge": [0.634, 0.109, -0.190, 0.108, -0.336, 0.024, -0.086, -0.173, -0.308, -0.067, -0.121, -0.108, -0.175, 0.041, -0.120, -0.040, -0.117, -0.133, -0.067, -0.210, 0.144, 0.117, 0.096, 0.093, 0.089, 0.081, 0.104, 0.098, 0.089, 0.090, 0.106, -0.038, -0.537, -0.037, -0.049, -0.192, -0.080, -0.116, -0.492, 1.003, -0.520, 0.061, -0.326, 0.019, -0.215, -0.076, -0.108, -0.151, -0.074, -0.061, 0.087, 0.073, 0.066, 0.082, 0.054, 0.076, 0.078, 0.070, 0.063, 0.090, 0.094, 0.095, 0.066, 0.094, 0.088, 0.115, -0.050, -0.558, -0.072, -0.057, -0.188, -0.048, 0.035, -0.186, 0.164, -0.535, 0.211, -0.175, 0.065, 0.077, 0.085, 0.076, 0.078, 0.088, 0.078, 0.075, 0.071, 0.092, 0.102, 0.123, 0.114, 0.145, -0.155, -0.202, -0.016, -0.081, -0.080, -0.086, -0.016, 0.110, 0.104, 0.097, 0.102, 0.123, 0.061, -0.501, 0.049, -0.186, -0.038, -0.134, -0.808, 0.548, -0.153, -0.061, 0.062, 0.110, 0.089, 0.084, 0.095],
  "orbital_gap_ha": [0.137, 0.120],
  "charge": -2,
  "homo_energy_ev": [-0.3, 0.1]
}

The calculation returns the following M values, one per record and in order: 1075.11, 1032.46 g mol⁻¹.
The calculation returns the following E_tot values, one per record and in order: -5094.56985, -3655.02146 Eh.
The calculation returns the following energy above the lowest of the compared OMol25 structures with the same formula, charge and spin values, one per record and in order: 364.66, 71.97 kJ/mol.